No. 1
Molecular formula: C28H21N9O2RuS
Method: DFT, ωB97M-V/def2-TZVPD

Atoms and positions in Å:
Ru (0.904, -0.610, 1.315)
C (4.197, -2.107, -0.980)
C (4.588, -1.046, -1.804)
C (3.964, 0.163, -1.664)
C (2.943, 0.339, -0.710)
N (2.532, -0.711, 0.042)
C (3.182, -1.898, -0.093)
N (2.462, 1.615, -0.609)
C (1.707, 2.043, 0.343)
N (1.123, 1.335, 1.367)
C (0.335, 2.195, 2.117)
N (-0.437, 1.923, 3.096)
C (-0.714, 0.669, 3.576)
C (-1.514, 0.650, 4.730)
C (-1.891, -0.534, 5.303)
C (-1.469, -1.728, 4.717)
C (-0.694, -1.660, 3.594)
N (-0.302, -0.496, 3.014)
C (0.507, 3.557, 1.586)
C (-0.023, 4.764, 1.995)
C (0.317, 5.887, 1.248)
C (1.154, 5.791, 0.137)
C (1.682, 4.569, -0.265)
C (1.336, 3.462, 0.483)
H (4.675, -3.074, -1.032)
H (5.379, -1.173, -2.530)
H (4.236, 1.026, -2.252)
H (2.851, -2.685, 0.564)
H (-1.818, 1.607, 5.125)
H (-2.510, -0.542, 6.191)
H (-1.740, -2.691, 5.123)
H (-0.347, -2.560, 3.115)
H (-0.676, 4.826, 2.854)
H (-0.077, 6.855, 1.530)
H (1.395, 6.687, -0.420)
H (2.332, 4.483, -1.125)
N (-2.490, -0.438, -6.110)
C (-2.364, -0.329, -4.751)
C (-1.414, 0.542, -4.195)
C (-1.265, 0.630, -2.830)
C (-2.060, -0.156, -1.999)
C (-3.003, -1.028, -2.532)
C (-3.155, -1.111, -3.898)
S (-1.875, -0.028, -0.281)
O (-2.983, -0.638, 0.386)
O (-1.442, 1.292, 0.062)
N (-0.517, -0.980, 0.057)
C (-0.547, -2.354, 0.093)
N (-1.377, -3.137, -0.565)
C (-1.188, -4.441, -0.378)
C (-0.191, -4.959, 0.441)
C (0.623, -4.050, 1.088)
N (0.441, -2.743, 0.920)
H (-2.099, 0.286, -6.686)
H (-3.317, -0.876, -6.479)
H (-0.804, 1.155, -4.847)
H (-0.548, 1.318, -2.400)
H (-3.612, -1.626, -1.869)
H (-3.894, -1.781, -4.320)
H (-1.864, -5.101, -0.909)
H (-0.062, -6.022, 0.570)
H (1.419, -4.360, 1.756)

**Gap between HOMO and LUMO (alpha / beta)**: 7.12 / 6.14 eV
**Total charge**: +1
**Multiplicity**: 2
**ΔE to the lowest compared entry with this formula, charge and spin**: 0.27 kcal/mol

---

No. 2
Molecular formula: C28H22BiN5O2
Method: DFT, ωB97M-V/def2-TZVPD

Atoms and positions in Å:
Bi (1.392, -0.208, -0.536)
O (-1.086, -6.463, 1.492)
C (-1.532, -5.974, 0.252)
C (-1.130, -4.533, 0.136)
C (-1.618, -3.728, -0.885)
C (-1.154, -2.437, -1.002)
N (-0.274, -1.906, -0.143)
C (0.104, -2.635, 0.929)
C (-0.276, -3.955, 1.071)
C (0.767, -1.872, 2.025)
C (1.083, -2.447, 3.240)
C (1.434, -1.637, 4.315)
C (1.805, -2.235, 5.639)
O (1.753, -3.635, 5.527)
C (1.392, -0.260, 4.133)
C (1.125, 0.244, 2.879)
N (0.867, -0.541, 1.824)
H (-1.381, -7.372, 1.610)
H (-2.618, -6.052, 0.138)
H (-1.075, -6.515, -0.585)
H (-2.351, -4.098, -1.591)
H (-1.509, -1.792, -1.794)
H (0.043, -4.549, 1.915)
H (1.040, -3.515, 3.391)
H (1.115, -1.855, 6.400)
H (2.808, -1.881, 5.904)
H (1.977, -4.040, 6.372)
H (1.574, 0.422, 4.954)
H (1.089, 1.311, 2.711)
N (-2.046, 8.489, -5.286)
C (-1.736, 7.545, -4.710)
C (-1.331, 6.361, -3.996)
C (0.019, 6.157, -3.713)
C (0.414, 5.022, -3.030)
C (-0.530, 4.067, -2.646)
C (-1.876, 4.275, -2.939)
C (-2.278, 5.421, -3.600)
C (-0.073, 2.822, -1.980)
C (0.659, 2.956, -0.793)
C (0.968, 4.164, -0.145)
C (1.860, 3.887, 0.882)
C (2.069, 2.517, 0.860)
N (1.328, 1.927, -0.109)
C (-0.302, 1.615, -2.655)
C (-0.830, 1.466, -3.950)
C (-0.688, 0.138, -4.325)
C (-0.070, -0.504, -3.264)
N (0.144, 0.352, -2.235)
H (0.749, 6.888, -4.032)
H (1.465, 4.860, -2.823)
H (-2.617, 3.552, -2.620)
H (-3.325, 5.593, -3.810)
H (0.575, 5.132, -0.413)
H (2.312, 4.589, 1.564)
H (2.745, 1.941, 1.474)
H (-1.233, 2.261, -4.556)
H (-0.975, -0.313, -5.261)
H (0.262, -1.532, -3.217)

**Gap between HOMO and LUMO**: 6.92 eV
**Total charge**: +2
**Multiplicity**: 1
**ΔE to the lowest compared entry with this formula, charge and spin**: 4.56 kcal/mol

---

No. 3
Molecular formula: C28H22BrIrN4O2S4Sb
Method: DFT, ωB97M-V/def2-TZVPD

Atoms and positions in Å:
Ir (-1.674, 0.604, 0.094)
C (4.578, -1.224, 4.005)
C (3.372, -0.820, 3.228)
C (2.296, -0.279, 3.789)
C (1.110, 0.153, 3.039)
C (0.543, -2.040, 1.508)
C (1.764, -1.854, 0.593)
C (3.411, -1.078, 1.759)
S (-0.897, -2.245, 0.363)
O (-0.947, -3.574, -0.153)
O (-2.097, -1.714, 1.003)
N (-0.557, -1.100, -0.783)
C (-0.844, -1.404, -2.086)
C (-0.300, -2.492, -2.750)
C (-0.586, -2.722, -4.095)
C (-1.415, -1.892, -4.801)
C (-2.051, -0.816, -4.151)
C (-3.010, 0.007, -4.770)
C (-3.678, 0.949, -4.032)
C (-3.380, 1.075, -2.670)
N (-2.438, 0.375, -2.079)
C (-1.771, -0.570, -2.780)
H (4.364, -1.263, 5.068)
H (5.393, -0.517, 3.839)
H (4.927, -2.201, 3.682)
H (2.266, -0.107, 4.855)
H (0.528, 0.910, 3.556)
H (1.566, -2.154, -0.432)
H (4.417, -0.886, 1.381)
H (0.346, -3.169, -2.215)
H (-0.143, -3.580, -4.576)
H (-1.620, -2.069, -5.846)
H (-3.224, -0.139, -5.818)
H (-4.435, 1.581, -4.468)
H (-3.948, 1.760, -2.056)
Br (3.188, -4.651, 3.343)
C (2.232, -3.378, 2.348)
C (0.916, -3.168, 2.400)
C (0.255, -0.716, 2.160)
C (1.166, 0.325, 1.523)
C (2.304, -0.445, 0.867)
C (2.922, -2.512, 1.341)
N (0.467, 1.334, 0.864)
C (0.977, 2.123, -0.015)
C (0.096, 3.056, -0.683)
C (0.574, 4.154, -1.401)
C (-0.332, 5.041, -1.959)
C (-1.689, 4.820, -1.763)
C (-2.085, 3.695, -1.055)
N (-1.225, 2.822, -0.553)
H (0.200, -3.678, 3.019)
H (-0.805, -0.497, 2.231)
H (2.704, 0.074, 0.000)
H (3.655, -3.062, 0.753)
H (2.035, 2.149, -0.264)
H (1.637, 4.310, -1.504)
H (0.010, 5.896, -2.521)
H (-2.430, 5.505, -2.142)
H (-3.131, 3.505, -0.860)
S (-5.171, 2.056, 5.078)
Sb (-3.118, 2.003, 4.173)
S (-3.680, 2.871, 1.783)
S (-3.534, 0.869, 1.638)

**Gap between HOMO and LUMO (alpha / beta)**: 6.12 / 5.85 eV
**Total charge**: +1
**Multiplicity**: 1
**ΔE to the lowest compared entry with this formula, charge and spin**: 137.21 kcal/mol

---

No. 4
Molecular formula: C28H23BrCl2HfN6O2
Method: DFT, ωB97M-V/def2-TZVPD

Atoms and positions in Å:
Hf (0.249, 0.550, 0.262)
Cl (-3.530, 0.574, -5.641)
C (-3.104, 0.535, -3.978)
C (-1.756, 0.520, -3.640)
C (-1.380, 0.486, -2.308)
N (-0.039, 0.487, -1.806)
C (1.046, 0.418, -2.664)
O (1.033, 0.337, -3.866)
C (2.386, 0.440, -1.959)
C (3.555, 0.419, -2.693)
C (4.764, 0.436, -2.015)
C (4.768, 0.463, -0.624)
C (3.560, 0.481, 0.040)
N (2.386, 0.480, -0.615)
C (-2.360, 0.471, -1.304)
C (-3.702, 0.488, -1.646)
C (-4.073, 0.519, -2.985)
Cl (-5.747, 0.536, -3.369)
N (-1.825, 0.471, 0.025)
C (-2.655, 0.361, 1.130)
O (-3.853, 0.233, 1.143)
C (-1.922, 0.428, 2.453)
C (-2.624, 0.366, 3.640)
C (-1.919, 0.450, 4.832)
C (-0.537, 0.592, 4.800)
C (0.094, 0.646, 3.575)
N (-0.585, 0.567, 2.419)
H (-1.024, 0.533, -4.428)
H (3.489, 0.388, -3.771)
H (5.698, 0.426, -2.562)
H (5.691, 0.469, -0.063)
H (3.523, 0.502, 1.123)
H (-4.472, 0.475, -0.895)
H (-3.698, 0.256, 3.602)
H (-2.441, 0.408, 5.779)
H (0.043, 0.662, 5.708)
H (1.170, 0.758, 3.510)
Br (2.967, 5.762, -0.967)
C (1.503, 4.911, -0.174)
C (0.443, 5.632, 0.355)
C (-0.612, 4.937, 0.924)
C (-0.578, 3.559, 0.950)
N (0.451, 2.856, 0.437)
C (1.473, 3.531, -0.119)
H (0.443, 6.713, 0.318)
H (-1.462, 5.459, 1.340)
H (-1.394, 2.993, 1.377)
H (2.287, 2.956, -0.537)
C (-0.997, -4.545, -0.427)
C (0.307, -4.283, 0.349)
C (0.249, -4.897, 1.758)
C (1.529, -4.794, -0.431)
C (0.438, -2.830, 0.489)
N (0.524, -1.686, 0.578)
H (-1.105, -5.624, -0.541)
H (-0.969, -4.096, -1.419)
H (-1.866, -4.169, 0.112)
H (0.143, -5.975, 1.648)
H (-0.607, -4.525, 2.320)
H (1.162, -4.699, 2.319)
H (1.424, -5.873, -0.546)
H (2.457, -4.596, 0.104)
H (1.582, -4.350, -1.425)

**Gap between HOMO and LUMO**: 6.13 eV
**Total charge**: +2
**Multiplicity**: 1
**ΔE to the lowest compared entry with this formula, charge and spin**: 0.00 kcal/mol

---

No. 5
Molecular formula: C28H23BrCl2N7O2Tc
Method: DFT, ωB97M-V/def2-TZVPD

Atoms and positions in Å:
Tc (-0.555, 0.147, 0.051)
O (3.009, -2.589, -0.779)
C (3.700, -2.227, 0.324)
C (4.968, -2.787, 0.487)
C (5.738, -2.458, 1.581)
C (5.267, -1.563, 2.542)
C (4.015, -1.016, 2.390)
C (3.205, -1.336, 1.290)
C (1.877, -0.731, 1.179)
O (1.181, -0.971, 0.092)
N (1.443, 0.020, 2.173)
N (0.219, 0.515, 1.869)
C (-0.493, 1.201, 2.696)
C (-1.822, 1.581, 2.222)
C (-2.693, 2.337, 2.995)
C (-3.943, 2.647, 2.489)
C (-4.299, 2.195, 1.227)
C (-3.388, 1.442, 0.509)
N (-2.182, 1.132, 0.987)
H (2.182, -2.073, -0.770)
H (5.322, -3.473, -0.269)
H (6.720, -2.898, 1.691)
H (5.878, -1.300, 3.393)
H (3.627, -0.323, 3.122)
H (-0.139, 1.456, 3.688)
H (-2.386, 2.677, 3.973)
H (-4.633, 3.239, 3.075)
H (-5.261, 2.425, 0.795)
H (-3.604, 1.081, -0.486)
C (0.444, -0.001, -3.402)
C (-0.922, -0.456, -3.041)
N (-1.452, -0.526, -1.832)
C (-2.732, -1.022, -1.984)
C (-2.976, -1.245, -3.298)
N (-1.823, -0.884, -3.950)
H (1.126, -0.161, -2.569)
H (0.450, 1.064, -3.639)
H (0.812, -0.549, -4.269)
H (-3.375, -1.198, -1.140)
H (-3.836, -1.629, -3.815)
H (-1.664, -0.922, -4.943)
Cl (3.034, 1.576, -0.942)
C (1.968, 2.830, -1.482)
C (2.487, 3.948, -2.102)
C (1.640, 4.957, -2.539)
C (0.268, 4.841, -2.353)
C (-0.247, 3.722, -1.732)
Cl (-1.967, 3.586, -1.520)
C (0.580, 2.680, -1.273)
N (0.080, 1.578, -0.689)
H (3.557, 4.021, -2.236)
H (2.046, 5.833, -3.023)
H (-0.408, 5.615, -2.686)
Br (-2.657, -5.930, 2.501)
C (-2.135, -4.260, 1.836)
C (-1.384, -4.173, 0.673)
C (-1.021, -2.920, 0.222)
N (-1.360, -1.789, 0.856)
C (-2.079, -1.890, 1.979)
C (-2.492, -3.098, 2.505)
H (-1.080, -5.055, 0.130)
H (-0.431, -2.800, -0.676)
H (-2.330, -0.965, 2.479)
H (-3.070, -3.129, 3.417)

**Gap between HOMO and LUMO (alpha / beta)**: 5.82 / 6.64 eV
**Total charge**: +1
**Multiplicity**: 2
**ΔE to the lowest compared entry with this formula, charge and spin**: 0.00 kcal/mol

---

No. 6
Molecular formula: C28H23BrF5N2PRuSSi
Method: DFT, ωB97M-V/def2-TZVPD

Atoms and positions in Å:
Ru (1.477, -0.455, -0.248)
F (-2.602, -4.575, -3.699)
C (-2.132, -3.442, -3.206)
C (-2.996, -2.482, -2.726)
F (-4.304, -2.695, -2.767)
C (-2.497, -1.295, -2.211)
F (-3.409, -0.416, -1.804)
C (-1.135, -1.034, -2.129)
P (-0.415, 0.508, -1.408)
C (-0.365, 1.660, -2.797)
C (-0.243, 1.201, -4.106)
C (-0.142, 2.106, -5.152)
C (-0.150, 3.468, -4.896)
C (-0.254, 3.931, -3.592)
C (-0.353, 3.032, -2.541)
C (-1.576, 1.228, -0.212)
C (-2.685, 1.968, -0.631)
C (-3.553, 2.516, 0.294)
C (-3.326, 2.337, 1.655)
C (-2.213, 1.632, 2.083)
C (-1.336, 1.090, 1.151)
C (-0.288, -2.022, -2.657)
Br (1.577, -1.771, -2.749)
C (-0.768, -3.202, -3.181)
F (0.043, -4.132, -3.671)
H (-0.232, 0.141, -4.323)
H (-0.060, 1.744, -6.169)
H (-0.064, 4.172, -5.714)
H (-0.258, 4.994, -3.390)
H (-0.419, 3.403, -1.526)
H (-2.872, 2.118, -1.686)
H (-4.408, 3.086, -0.046)
H (-4.013, 2.760, 2.376)
H (-2.015, 1.515, 3.141)
H (-0.443, 0.583, 1.500)
C (4.449, -0.616, 2.042)
Si (2.811, -0.076, 2.654)
C (2.753, -0.326, 4.486)
C (2.430, 1.694, 2.307)
N (1.605, -1.069, 1.688)
C (0.598, -1.846, 2.150)
C (0.103, -1.813, 3.485)
C (-0.945, -2.610, 3.871)
C (-1.542, -3.485, 2.957)
C (-1.106, -3.541, 1.633)
C (-0.075, -2.726, 1.268)
F (0.326, -2.723, -0.022)
H (5.205, 0.064, 2.442)
H (4.524, -0.595, 0.958)
H (4.687, -1.625, 2.388)
H (3.621, 0.202, 4.895)
H (2.849, -1.376, 4.775)
H (1.871, 0.095, 4.970)
H (3.322, 2.291, 2.514)
H (1.623, 2.053, 2.953)
H (2.150, 1.904, 1.277)
H (0.557, -1.143, 4.191)
H (-1.313, -2.556, 4.886)
H (-2.356, -4.123, 3.274)
H (-1.558, -4.198, 0.904)
S (5.030, 2.445, -0.508)
C (3.833, 1.419, -0.653)
N (2.972, 0.609, -0.751)

**Gap between HOMO and LUMO (alpha / beta)**: 5.46 / 6.52 eV
**Total charge**: +1
**Multiplicity**: 2
**ΔE to the lowest compared entry with this formula, charge and spin**: 0.00 kcal/mol

---

No. 7
Molecular formula: C28H23BrIrN4O4S3
Method: DFT, ωB97M-V/def2-TZVPD

Atoms and positions in Å:
Ir (-0.424, -0.306, -0.684)
O (-4.026, -0.081, 3.147)
C (-4.864, -0.260, 2.069)
C (-6.231, -0.423, 2.216)
C (-7.019, -0.618, 1.091)
C (-6.441, -0.655, -0.169)
C (-5.070, -0.490, -0.303)
C (-4.270, -0.287, 0.811)
C (-2.787, -0.061, 0.684)
O (-2.388, -0.058, -0.644)
N (-2.068, -1.167, 1.407)
N (-0.728, -1.070, 1.154)
C (0.188, -1.421, 1.973)
C (1.600, -1.353, 1.643)
Br (2.010, -0.844, -0.171)
C (2.573, -1.537, 2.534)
C (4.026, -1.472, 2.337)
C (4.658, -2.120, 1.277)
C (6.034, -2.039, 1.133)
C (6.787, -1.309, 2.041)
C (6.165, -0.676, 3.109)
C (4.793, -0.770, 3.266)
H (-4.549, 0.022, 3.949)
H (-6.676, -0.400, 3.205)
H (-8.087, -0.742, 1.206)
H (-7.056, -0.808, -1.045)
H (-4.599, -0.507, -1.276)
H (-2.512, 0.879, 1.184)
H (-2.281, -1.176, 2.401)
H (-0.076, -1.771, 2.966)
H (2.232, -1.720, 3.550)
H (4.080, -2.721, 0.587)
H (6.520, -2.556, 0.317)
H (7.860, -1.245, 1.925)
H (6.752, -0.117, 3.826)
H (4.308, -0.282, 4.103)
O (-1.055, 2.703, 1.994)
S (0.121, 2.708, 1.184)
O (1.388, 2.414, 1.777)
N (-0.098, 1.675, -0.126)
C (-0.074, 2.292, -1.277)
S (-0.255, 1.218, -2.586)
C (0.067, 3.751, -1.192)
C (0.078, 4.695, -2.202)
C (0.220, 6.030, -1.841)
C (0.349, 6.402, -0.507)
C (0.338, 5.452, 0.511)
C (0.194, 4.135, 0.136)
H (-0.026, 4.400, -3.238)
H (0.228, 6.792, -2.608)
H (0.457, 7.448, -0.255)
H (0.433, 5.739, 1.549)
S (-0.923, -2.434, -1.531)
C (0.034, -2.737, -2.907)
N (0.861, -1.810, -3.438)
C (1.620, -2.005, -4.547)
C (1.587, -3.197, -5.194)
C (0.740, -4.204, -4.683)
C (-0.018, -3.983, -3.569)
H (0.870, -0.897, -2.988)
H (2.223, -1.164, -4.858)
H (2.190, -3.355, -6.074)
H (0.690, -5.163, -5.181)
H (-0.671, -4.745, -3.170)

**Gap between HOMO and LUMO**: 7.44 eV
**Total charge**: +1
**Multiplicity**: 1
**ΔE to the lowest compared entry with this formula, charge and spin**: 0.00 kcal/mol

---

No. 8
Molecular formula: C28H23ClO4SW
Method: DFT, ωB97M-V/def2-TZVPD

Atoms and positions in Å:
W (-0.551, -0.665, 1.055)
C (-2.423, 3.834, 2.749)
C (-2.511, 2.367, 2.449)
C (-3.346, 1.929, 1.375)
C (-3.437, 0.620, 1.039)
C (-2.700, -0.398, 1.749)
C (-1.863, 0.035, 2.847)
C (-1.820, 1.435, 3.158)
H (-1.714, 4.034, 3.551)
H (-3.398, 4.237, 3.033)
H (-2.090, 4.371, 1.858)
H (-3.905, 2.674, 0.820)
H (-4.114, 0.305, 0.254)
H (-3.170, -1.373, 1.792)
H (-1.692, -0.632, 3.682)
H (-1.240, 1.744, 4.021)
O (3.094, -0.404, 1.858)
C (2.117, 0.276, 1.654)
O (0.905, -0.078, 2.098)
C (2.186, 1.607, 0.987)
C (3.436, 2.233, 1.061)
C (3.646, 3.485, 0.527)
C (2.594, 4.132, -0.113)
C (1.360, 3.525, -0.205)
C (1.119, 2.257, 0.345)
S (-0.526, 1.674, 0.120)
H (4.231, 1.690, 1.555)
H (4.615, 3.961, 0.609)
H (2.740, 5.114, -0.544)
H (0.538, 4.019, -0.708)
O (0.682, -0.780, -0.605)
C (-0.336, -0.969, -1.345)
O (-1.440, -1.156, -0.685)
C (-0.304, -0.887, -2.792)
C (-1.463, -1.140, -3.527)
C (-1.437, -1.038, -4.904)
C (-0.259, -0.679, -5.549)
C (0.894, -0.422, -4.817)
C (0.878, -0.527, -3.439)
H (-2.370, -1.408, -3.002)
H (-2.333, -1.233, -5.478)
H (-0.237, -0.595, -6.628)
H (1.802, -0.135, -5.330)
H (1.763, -0.325, -2.849)
Cl (3.332, -4.010, -2.034)
C (2.142, -3.693, -0.821)
C (0.802, -3.965, -1.096)
C (-0.153, -3.652, -0.159)
C (0.196, -3.048, 1.069)
C (-0.840, -2.619, 2.036)
C (1.565, -2.894, 1.351)
C (2.531, -3.189, 0.406)
H (0.524, -4.413, -2.040)
H (-1.196, -3.858, -0.363)
H (-0.496, -2.684, 3.067)
H (-1.770, -3.174, 1.926)
H (1.868, -2.508, 2.313)
H (3.575, -3.009, 0.622)

**Gap between HOMO and LUMO (alpha / beta)**: 5.72 / 5.57 eV
**Multiplicity**: 1
**ΔE to the lowest compared entry with this formula, charge and spin**: 19.11 kcal/mol

---

Q: What is the multiplicity in the seventh record?
A: 1